Molecular formula: C65H78BF10N9SbY
Method: DFT, ωB97M-V/def2-TZVPD

Geometry as XYZ:
```
165
Properties=species:S:1:pos:R:3:forces:R:3
Y 0.008 -0.007 -0.009 -1.1915 -0.0127 0.7923
C -3.044 1.633 -0.630 0.0232 0.0368 0.0574
N -1.924 2.058 0.231 0.1335 -0.2808 -0.2919
C -2.362 2.058 1.636 -0.1389 0.0908 -0.1512
C -1.250 1.836 2.619 0.0748 -0.2694 0.1159
N -0.632 0.538 2.342 0.8261 -0.3059 -0.7633
C -0.409 -0.221 3.474 -0.0979 0.4262 -0.0672
C -0.430 -1.609 3.394 0.0117 0.1813 0.1930
F -0.567 -2.112 2.174 -0.1335 -0.6121 -0.6976
C -0.307 -2.467 4.457 0.0283 0.0647 -0.0256
F -0.377 -3.782 4.266 -0.0145 -0.4000 -0.0900
C -0.123 -1.960 5.724 -0.0165 0.0084 -0.0901
F -0.013 -2.764 6.775 0.0441 -0.2598 0.3194
C -0.047 -0.596 5.863 0.0090 0.2063 -0.0557
F 0.176 -0.075 7.065 0.0537 0.1555 0.3080
C -0.171 0.245 4.772 0.0713 0.0883 0.0148
F 0.018 1.550 5.000 0.0485 0.2927 0.0980
C -1.513 3.422 -0.144 -0.0906 -0.0518 -0.0473
C -0.099 3.752 0.258 0.0935 -0.1319 -0.1264
N 0.802 2.849 -0.455 -0.0775 -0.1836 0.1566
C 2.021 2.688 -0.126 0.4318 0.1809 -0.1359
C 2.671 2.940 1.216 0.1478 0.1279 -0.0346
F 1.700 2.832 2.196 -0.0609 0.0270 -0.0067
C 4.752 3.216 0.922 -0.2318 0.0279 0.0473
F 5.930 3.419 1.588 0.0914 -0.0133 0.1028
C 5.058 3.276 -0.550 -0.1195 -0.0429 0.6306
F 6.179 3.891 -0.909 0.3647 0.2753 -0.0420
C 4.217 2.863 -1.470 -0.8473 -0.3895 0.0044
F 4.482 3.055 -2.765 -0.0420 -0.0169 -0.2770
C 2.941 2.085 -1.185 0.2328 -0.2630 -0.1756
F 2.220 1.993 -2.375 0.2390 0.2369 0.6344
H -3.912 2.295 -0.515 -0.0118 0.0400 0.0079
H -3.340 0.617 -0.374 0.0090 0.0669 -0.0251
H -2.734 1.638 -1.672 0.0295 -0.0046 -0.0237
H -3.084 1.261 1.760 -0.0072 0.0437 -0.0013
H -2.872 3.001 1.865 -0.0937 0.0539 -0.0526
H -1.734 1.842 3.597 0.0082 -0.0248 0.1093
H -0.536 2.656 2.628 0.0083 -0.0453 0.1167
H -2.191 4.150 0.309 -0.1358 0.0531 0.0204
H -1.599 3.522 -1.219 -0.0268 0.0219 0.0352
H 0.032 3.788 1.331 0.0799 -0.0155 0.0565
H 0.109 4.754 -0.120 0.1046 0.1054 -0.0579
C 3.653 -3.564 2.223 -0.0136 -0.0516 0.0529
C 2.317 -2.830 2.034 0.1308 0.0858 -0.1740
C 2.505 -1.406 2.560 -0.0263 -0.2295 0.0216
C 1.711 -3.080 0.655 0.1053 -0.0737 0.0648
C 1.702 -4.370 0.119 0.2486 -0.1357 0.2131
C 0.851 -4.342 -0.958 -0.0685 -0.0223 -0.0225
C 0.427 -5.534 -1.775 0.0737 -0.0322 0.0417
C -0.674 -6.287 -1.011 0.0075 -0.0389 0.0254
C 1.619 -6.452 -2.057 0.0840 -0.0301 -0.0159
N 0.378 -3.087 -1.075 -0.0819 0.1102 -0.0005
N 0.930 -2.285 -0.097 -0.3349 0.0089 0.0310
B -0.795 -2.705 -2.019 -0.1792 -0.0076 -0.0290
N -2.098 -2.374 -1.220 0.0742 0.1801 -0.0163
N -2.030 -1.564 -0.111 0.6396 -0.0383 -0.0530
C -3.139 -1.781 0.601 -0.1649 0.0125 -0.0074
C -3.960 -2.674 -0.085 -0.2073 -0.1135 0.1003
C -3.284 -3.030 -1.234 -0.0736 0.0329 -0.0688
C -3.982 -3.795 -2.348 0.1733 0.2129 -0.1198
C -4.682 -2.767 -3.261 0.0635 0.0017 -0.0417
C -3.234 -4.816 -3.205 0.0065 -0.0322 0.0718
C -3.435 -1.223 1.966 -0.1518 -0.1150 -0.0258
C -4.758 -0.446 1.981 -0.0993 -0.0571 0.0144
C -3.516 -2.375 2.982 -0.0434 -0.0897 0.0336
N -0.459 -1.607 -3.037 0.2650 -0.1865 0.0627
N -0.406 -0.256 -2.747 -0.2431 -0.0373 -0.0993
C -0.370 0.351 -3.953 0.0460 0.0524 -0.0828
C -0.349 -0.600 -4.973 0.0134 0.2437 -0.2562
C -0.388 -1.828 -4.370 -0.0864 -0.0927 0.0102
C -0.384 -3.154 -5.106 0.0421 0.1855 -0.1029
C 0.970 -3.428 -5.773 -0.1004 -0.1255 0.0360
C -1.498 -3.180 -6.159 -0.0413 -0.0062 -0.0567
C -0.354 1.809 -4.369 0.3207 -0.0299 0.1930
C 1.000 2.161 -5.010 0.1271 0.0485 0.0470
C -0.760 2.827 -3.324 -0.1137 0.0134 -0.0680
H 3.926 -3.531 3.283 -0.0080 0.0012 -0.0959
H 4.450 -3.079 1.658 -0.0511 -0.0337 0.0252
H 3.611 -4.614 1.926 0.0045 0.1308 0.0606
H 1.605 -3.331 2.688 -0.1488 -0.0343 0.1091
H 3.474 -1.021 2.253 -0.0248 -0.0542 -0.0381
H 2.489 -1.417 3.655 -0.0041 -0.0200 -0.0868
H 1.763 -0.682 2.232 -0.0738 0.0588 0.0006
H 2.224 -5.236 0.501 -0.1064 0.1704 -0.0920
H 0.032 -5.199 -2.735 0.0495 -0.0272 0.0913
H -0.266 -6.676 -0.071 -0.0667 0.0339 -0.1221
H -1.054 -7.131 -1.597 0.0600 0.1244 0.0790
H -1.510 -5.626 -0.758 0.1059 -0.0697 -0.0352
H 1.967 -6.944 -1.141 -0.0262 0.0829 -0.1219
H 2.457 -5.892 -2.487 -0.1299 -0.0807 0.0493
H 1.327 -7.235 -2.764 0.0371 0.0641 0.0950
H -1.026 -3.687 -2.638 -0.1192 0.2179 0.1603
H -4.940 -3.027 0.214 0.1923 0.0760 -0.0530
H -4.758 -4.345 -1.819 -0.1405 -0.0622 0.0811
H -3.936 -2.107 -3.723 -0.1141 -0.1155 0.0456
H -5.379 -2.142 -2.694 0.0974 -0.0768 -0.0675
H -5.238 -3.274 -4.061 0.1213 0.0884 0.1701
H -2.631 -4.330 -3.968 0.0663 -0.0004 0.0111
H -3.973 -5.434 -3.723 0.0558 0.0565 0.0395
H -2.596 -5.479 -2.619 -0.0630 0.0767 -0.0485
H -2.620 -0.563 2.249 0.0606 -0.0341 -0.0346
H -5.601 -1.125 1.813 0.0852 0.0748 0.0180
H -4.800 0.325 1.208 -0.0454 -0.0863 0.0894
H -4.907 0.036 2.954 0.0062 -0.0651 -0.0969
H -4.435 -2.952 2.827 0.1360 0.0643 0.0316
H -3.528 -1.984 4.006 -0.0274 -0.0456 -0.1420
H -2.672 -3.063 2.883 -0.1199 0.1022 0.0209
H -0.312 -0.396 -6.038 -0.0132 -0.0255 0.2378
H -0.551 -3.960 -4.405 -0.0996 -0.1086 0.1678
H 1.221 -2.638 -6.490 -0.0244 -0.1270 0.1001
H 0.928 -4.381 -6.314 -0.0496 0.1305 0.0443
H 1.771 -3.484 -5.034 -0.3342 -0.0823 -0.1873
H -1.262 -2.502 -6.987 -0.0442 -0.0745 0.1124
H -2.462 -2.877 -5.742 0.0588 -0.0253 -0.0288
H -1.604 -4.190 -6.572 0.0360 0.1614 0.0452
H -1.096 1.854 -5.164 -0.1048 -0.0068 -0.1926
H 1.802 2.176 -4.266 -0.2475 0.0397 -0.3981
H 0.942 3.154 -5.466 0.0013 -0.0749 0.0190
H 1.273 1.444 -5.790 -0.0564 0.0698 0.0668
H -0.232 2.671 -2.390 0.0837 -0.0141 -0.0914
H -1.839 2.783 -3.151 0.0783 -0.0021 -0.0005
H -0.526 3.839 -3.673 -0.0307 -0.1022 0.0237
C 6.080 0.250 -2.783 0.2550 0.0480 0.1692
C 6.490 0.069 -1.333 -0.0811 0.0915 -0.0362
C 7.861 -0.027 -1.072 0.0515 0.0062 -0.0097
C 8.362 -0.178 0.212 -0.0908 0.0082 0.0204
C 7.484 -0.232 1.289 0.0088 -0.0089 -0.0431
C 6.121 -0.132 1.051 0.2013 -0.0497 -0.0720
C 5.610 0.020 -0.241 0.0247 -0.0229 0.0051
Sb 3.454 0.109 -0.317 0.1683 0.2715 -0.0426
C 3.888 1.981 1.355 -0.1723 0.3396 -0.0868
C 4.076 1.634 2.807 0.0138 -0.0536 -0.1862
C 4.155 2.468 3.846 -0.0717 0.2882 0.1423
C 4.029 3.930 3.811 0.0289 -0.2843 0.1063
C 3.743 4.679 2.747 0.0355 -0.1245 -0.1657
C 3.577 4.208 1.324 0.1502 -0.1006 -0.2067
C 3.264 5.404 0.427 -0.0278 -0.0099 0.1460
C 3.506 -1.164 -2.173 -0.0787 -0.1266 -0.1266
C 2.836 -0.735 -3.327 0.1461 -0.2574 -0.0912
C 2.981 -1.380 -4.549 0.1492 0.2285 0.1006
C 3.770 -2.520 -4.632 0.3026 0.1459 0.1414
C 4.375 -3.008 -3.483 -0.0102 -0.0138 -0.0347
C 4.263 -2.350 -2.253 -0.1277 -0.0221 0.0910
C 4.959 -2.998 -1.069 -0.1518 -0.0281 -0.1736
H 6.747 0.967 -3.270 -0.0217 -0.0512 0.0783
H 5.065 0.607 -2.897 -0.0328 0.0778 0.0005
H 6.147 -0.696 -3.330 -0.0157 0.0831 0.0664
H 8.550 0.027 -1.913 -0.0770 0.0161 0.1212
H 9.433 -0.237 0.374 -0.0789 -0.0083 -0.0195
H 7.851 -0.336 2.306 -0.0233 -0.0085 -0.1289
H 5.449 -0.174 1.900 0.1085 0.0271 -0.1338
H 4.095 0.580 3.067 0.0732 0.1628 0.0222
H 4.271 2.025 4.834 0.0069 0.0865 -0.0992
H 4.152 4.443 4.761 -0.0362 -0.0590 -0.0706
H 3.653 5.753 2.881 0.0183 -0.0935 -0.0150
H 2.393 5.940 0.822 0.0999 -0.0442 -0.0379
H 3.053 5.125 -0.604 0.0043 -0.0646 -0.0451
H 4.111 6.098 0.419 -0.0769 -0.0515 0.0215
H 2.206 0.141 -3.298 0.0911 -0.0634 0.0063
H 2.484 -0.983 -5.431 0.0724 -0.0699 0.1565
H 3.909 -3.030 -5.581 0.0025 0.0380 0.1010
H 4.972 -3.919 -3.536 -0.0624 0.1337 0.0016
H 5.904 -3.457 -1.375 -0.0759 0.0615 0.0009
H 4.327 -3.788 -0.652 0.0385 0.0550 -0.0562
H 5.186 -2.294 -0.272 -0.0196 -0.0591 -0.0398
```
Forces are in eV/Å.

E_LUMO   0.16 eV
HOMO level   -6.78 eV
ΔE to the lowest compared entry with this formula, charge and spin   136.8 kcal per mole
Gap between HOMO and LUMO   6.94 eV